(1)
DFT (ωB97M-V/def2-TZVPD) results for a single C10H8F2N2 molecule in a non-equilibrium geometry.

Properties
* relative energy (zero: lowest compared OMol25 entry of this formula, charge and spin): 0.0 kJ/mol
* SMILES string: FC1(F)N2C=CCC2=Cc2cccn21
* net charge: 0
* LUMO: 0.916 eV
* DFT total energy: -695.05432 hartree

Last column: natural (NBO) charge in e.
Positions of all 22 atoms, in Å:
1 C -0.31 -2.07 -2.70  -0.25
2 C -0.95 -2.25 -1.39  -0.33
3 C 0.31 -0.84 -2.68  -0.07
4 C -0.67 -1.17 -0.61  0.21
5 C -0.95 -0.91 0.74  -0.33
6 C 0.40 1.99 2.48  -0.25
7 C 0.86 2.09 1.23  0.00
8 C -0.29 0.10 1.34  0.24
9 C -0.28 0.66 2.72  -0.47
10 C 0.75 0.80 -0.97  0.97
11 N 0.10 -0.33 -1.38  -0.42
12 N 0.48 0.95 0.50  -0.45
13 F 2.13 0.74 -1.15  -0.34
14 F 0.31 1.83 -1.72  -0.32
15 H -0.42 -2.83 -3.49  0.23
16 H -1.55 -3.16 -1.25  0.23
17 H 0.76 -0.22 -3.34  0.21
18 H -1.64 -1.66 1.19  0.23
19 H 0.59 2.78 3.24  0.22
20 H 1.42 2.87 0.88  0.22
21 H 0.18 -0.10 3.30  0.24
22 H -1.22 0.70 3.06  0.23

---

(2)
DFT (ωB97M-V/def2-TZVPD) results for a single C10H8F3NO molecule.

Properties
* relative energy (zero: lowest compared OMol25 entry of this formula, charge and spin): 0.0 kJ/mol
* SMILES string: O=C(/C=C/Nc1ccccc1)C(F)(F)F
* net charge: 0
* LUMO: -0.023 eV
* DFT total energy: -815.46177 hartree

Last column: natural (NBO) charge in e.
Positions of all 23 atoms, in Å:
1 O -4.19 -0.29 2.43  -0.51
2 C -3.37 -0.08 1.56  0.44
3 C -1.97 -0.34 1.67  -0.43
4 C -1.03 -0.11 0.71  0.13
5 N 0.27 -0.38 0.89  -0.56
6 C 1.32 -0.20 -0.01  0.24
7 C 2.60 -0.57 0.41  -0.27
8 C 3.68 -0.41 -0.42  -0.18
9 C 3.51 0.11 -1.69  -0.23
10 C 2.25 0.48 -2.12  -0.18
11 C 1.15 0.33 -1.29  -0.28
12 H 0.18 0.63 -1.64  0.22
13 H 2.11 0.89 -3.11  0.22
14 H 4.36 0.23 -2.35  0.22
15 H 4.67 -0.70 -0.08  0.22
16 H 2.73 -0.98 1.41  0.21
17 H 0.53 -0.77 1.79  0.40
18 H -1.30 0.30 -0.25  0.22
19 H -1.66 -0.75 2.63  0.22
20 C -3.85 0.51 0.20  0.89
21 F -3.26 1.69 -0.08  -0.33
22 F -5.16 0.71 0.19  -0.30
23 F -3.56 -0.30 -0.84  -0.33

---

(3)
DFT (ωB97M-V/def2-TZVPD) results for a single C10H8N2 molecule in a non-equilibrium geometry.

Properties
* relative energy (zero: lowest compared OMol25 entry of this formula, charge and spin): 344.2 kJ/mol
* net charge: 0
* LUMO: -0.059 eV
* DFT total energy: -495.23809 hartree

Last column: natural (NBO) charge in e.
Positions of all 20 atoms, in Å:
1 C -3.90 0.75 -0.21  0.25
2 C 3.52 0.89 0.16  -0.20
3 C 3.17 -0.53 -0.16  -0.19
4 C 2.53 1.81 0.26  -0.20
5 C 1.88 -0.87 -0.29  -0.20
6 C 1.17 1.46 -0.01  -0.19
7 C 0.89 0.18 -0.32  -0.15
8 C -2.83 -0.19 -0.08  -0.10
9 C -0.43 -0.13 -0.55  0.33
10 C -3.08 -1.61 0.27  -0.61
11 N -4.79 1.47 -0.28  -0.33
12 N -1.57 0.02 -0.24  -0.19
13 H 4.56 1.07 0.25  0.22
14 H 3.84 -1.37 0.01  0.22
15 H 2.74 2.80 0.63  0.22
16 H 1.53 -1.86 -0.39  0.22
17 H 0.31 2.06 -0.06  0.22
18 H -2.70 -2.37 -0.52  0.21
19 H -4.24 -1.69 0.33  0.23
20 H -2.60 -1.91 1.20  0.22

---

(4)
DFT (ωB97M-V/def2-TZVPD) results for a single C10H8N2 molecule in a non-equilibrium geometry.

Properties
* relative energy (zero: lowest compared OMol25 entry of this formula, charge and spin): 329.2 kJ/mol
* SMILES string: c1ccc(-c2ncccn2)cc1
* net charge: 0
* LUMO: 0.410 eV
* DFT total energy: -495.24381 hartree

Last column: natural (NBO) charge in e.
Positions of all 20 atoms, in Å:
1 C -1.66 1.75 2.34  -0.21
2 C -0.68 0.87 2.74  -0.20
3 C 0.05 0.10 1.75  -0.16
4 C -0.36 0.26 0.41  -0.09
5 C -1.35 1.16 0.07  -0.17
6 C -1.99 1.90 1.09  -0.18
7 C 0.38 -0.51 -0.63  0.38
8 C 2.36 -1.46 -1.29  0.13
9 C 1.69 -1.76 -2.53  -0.29
10 C 0.44 -1.46 -2.62  0.02
11 H -2.16 2.10 3.31  0.21
12 H -0.48 0.77 3.80  0.21
13 H 0.89 -0.36 1.95  0.21
14 H -1.60 1.27 -1.04  0.24
15 H -2.58 2.49 0.87  0.17
16 H 3.28 -1.67 -1.16  0.17
17 H 2.47 -2.32 -3.35  0.23
18 H -0.09 -1.62 -3.60  0.20
19 N 1.66 -0.79 -0.39  -0.45
20 N -0.28 -0.69 -1.72  -0.42

---

(5)
DFT (ωB97M-V/def2-TZVPD) results for a single C10H8N2 molecule in a non-equilibrium geometry.

Properties
* relative energy (zero: lowest compared OMol25 entry of this formula, charge and spin): 719.9 kJ/mol
* net charge: 0
* LUMO: -0.543 eV
* DFT total energy: -495.09500 hartree

Last column: natural (NBO) charge in e.
Positions of all 20 atoms, in Å:
1 C 2.67 0.70 1.54  0.09
2 C 3.07 -0.30 0.84  -0.27
3 C -1.27 1.71 -0.97  -0.20
4 C 0.10 1.38 -1.07  -0.17
5 C -2.03 0.83 -0.16  -0.20
6 C -0.11 -0.65 0.12  -0.17
7 C 0.72 0.33 -0.46  -0.11
8 C -1.43 -0.33 0.35  -0.01
9 C 2.14 0.12 -0.65  0.07
10 C -2.16 -1.36 1.14  -0.63
11 N 3.43 -1.44 -0.04  -0.06
12 N 2.71 -1.16 -1.00  -0.11
13 H -1.53 2.66 -1.56  0.24
14 H 0.76 2.06 -1.66  0.21
15 H -3.01 0.96 0.11  0.21
16 H 0.26 -1.59 0.61  0.22
17 H 2.70 0.89 -1.07  0.24
18 H -3.28 -0.98 1.27  0.21
19 H -2.11 -2.34 0.52  0.23
20 H -1.63 -1.48 2.14  0.23

---

(6)
DFT (ωB97M-V/def2-TZVPD) results for 2 unconnected molecules or ions with the total composition C10H8N2O2 in a non-equilibrium geometry.

Properties
* relative energy (zero: lowest compared OMol25 entry of this formula, charge and spin): 21.9 kJ/mol
* SMILES string: c1ccc(-c2cocn2)cc1.N=C=O
* net charge: 0
* LUMO: 0.677 eV
* DFT total energy: -645.81044 hartree

Last column: natural (NBO) charge in e.
Positions of all 22 atoms, in Å:
1 C -1.49 -0.67 2.50  -0.24
2 C -1.58 -1.39 1.30  -0.18
3 C -0.97 0.61 2.49  -0.19
4 C -1.10 -0.82 0.11  -0.22
5 C -0.45 1.22 1.23  -0.17
6 C -0.58 0.44 0.09  -0.07
7 C 0.74 0.93 -3.18  0.35
8 C 1.74 -1.38 0.13  0.88
9 C 0.90 2.02 -1.40  0.03
10 C 0.19 0.86 -1.13  0.06
11 N 0.00 0.24 -2.37  -0.48
12 N 1.66 -2.33 -0.66  -0.81
13 O 2.05 -0.58 0.88  -0.50
14 O 1.27 2.03 -2.74  -0.40
15 H -1.99 -1.08 3.33  0.22
16 H -1.93 -2.40 1.29  0.21
17 H -0.77 1.24 3.43  0.22
18 H -1.11 -1.50 -0.70  0.23
19 H 0.03 2.16 1.30  0.22
20 H 0.87 0.80 -4.34  0.19
21 H 1.42 2.72 -0.74  0.21
22 H 1.10 -3.14 -0.82  0.43

---

(7)
DFT (ωB97M-V/def2-TZVPD) results for a gas-phase ion, C10H8NO (charge +1) in a non-equilibrium geometry.

Properties
* relative energy (zero: lowest compared OMol25 entry of this formula, charge and spin): 0.0 kJ/mol
* net charge: +1
* LUMO (spin up / spin down): -7.835 / -7.723 eV
* DFT total energy: -515.45408 hartree

Last column: natural (NBO) charge in e.
Positions of all 20 atoms, in Å:
1 C 3.29 -0.25 0.43  -0.29
2 C 3.20 0.89 -0.32  0.03
3 C 2.17 -0.75 1.11  0.09
4 C 1.88 1.44 -0.60  -0.20
5 C -0.49 -0.93 0.75  0.09
6 C 0.81 -0.44 0.68  -0.20
7 C 0.80 0.73 -0.23  0.19
8 C -1.34 0.02 0.04  0.10
9 C -2.83 0.16 0.18  0.56
10 C -3.62 -0.38 -0.97  -0.70
11 N -0.57 0.95 -0.54  -0.28
12 O -3.29 0.39 1.27  -0.45
13 H 4.35 -0.53 0.65  0.27
14 H 4.06 1.42 -0.69  0.25
15 H 2.27 -1.43 1.96  0.25
16 H 1.80 2.38 -1.23  0.28
17 H -0.94 -1.92 1.00  0.27
18 H -3.42 -1.35 -0.78  0.23
19 H -3.39 -0.19 -1.95  0.25
20 H -4.73 -0.22 -0.79  0.26

---

(8)
DFT (ωB97M-V/def2-TZVPD) results for a gas-phase ion, C10H8NOS2 (charge -1) in a non-equilibrium geometry.

Properties
* relative energy (zero: lowest compared OMol25 entry of this formula, charge and spin): 0.0 kJ/mol
* SMILES string: C[C@]1(c2ccccc2)SC(=S)N=C1[O-]
* net charge: -1
* LUMO: 3.144 eV
* DFT total energy: -1312.27443 hartree

Last column: natural (NBO) charge in e.
Positions of all 22 atoms, in Å:
1 C -2.82 1.71 0.17  -0.26
2 C -2.09 1.15 1.21  -0.19
3 C -2.15 1.61 -1.06  -0.19
4 C -0.88 0.49 1.08  -0.25
5 C -0.99 0.85 -1.28  -0.25
6 C -0.40 0.22 -0.21  0.09
7 C 1.83 -0.63 1.23  0.73
8 C 3.25 0.05 -0.37  -0.03
9 C 0.79 -0.71 -0.26  -0.36
10 C 0.56 -2.26 -0.39  -0.62
11 N 3.03 -0.28 0.87  -0.64
12 O 1.43 -0.98 2.32  -0.64
13 S 4.70 0.64 -0.83  -0.24
14 S 1.91 -0.24 -1.58  0.19
15 H -3.62 2.33 0.35  0.20
16 H -2.39 1.35 2.22  0.19
17 H -2.38 2.11 -1.96  0.19
18 H -0.54 -0.10 1.91  0.25
19 H -0.76 0.75 -2.24  0.20
20 H 1.50 -2.79 -0.13  0.22
21 H 0.26 -2.64 -1.40  0.20
22 H -0.26 -2.62 0.35  0.20

---

(9)
DFT (ωB97M-V/def2-TZVPD) results for a single C10H8O2 molecule in a non-equilibrium geometry.

Properties
* relative energy (zero: lowest compared OMol25 entry of this formula, charge and spin): 505.8 kJ/mol
* SMILES string: CC(=O)c1cc2ccccc2o1
* net charge: 0
* LUMO: -0.195 eV
* DFT total energy: -536.16516 hartree

Last column: natural (NBO) charge in e.
Positions of all 20 atoms, in Å:
1 C -0.11 -2.48 2.52  -0.71
2 C -0.10 -0.99 2.74  0.55
3 C -0.21 -0.39 1.34  0.16
4 C -0.57 -0.93 0.16  -0.25
5 C -0.18 0.03 -0.87  -0.08
6 C -0.29 0.15 -2.32  -0.20
7 C 0.14 1.40 -3.00  -0.21
8 C 0.62 2.51 -2.28  -0.20
9 C 0.57 2.36 -0.82  -0.22
10 C 0.05 1.27 -0.15  0.25
11 H -0.86 -2.99 3.38  0.24
12 H -0.79 -2.62 1.55  0.21
13 H 0.97 -2.95 2.30  0.27
14 H -1.10 -2.04 0.31  0.23
15 H -0.17 -0.79 -2.80  0.21
16 H -0.02 1.39 -4.11  0.22
17 H 0.73 3.38 -2.65  0.20
18 H 0.96 3.24 -0.06  0.23
19 O -0.01 -0.34 3.70  -0.47
20 O 0.37 0.79 1.06  -0.42

---

(10)
DFT (ωB97M-V/def2-TZVPD) results for a single C10H8O2 molecule in a non-equilibrium geometry.

Properties
* relative energy (zero: lowest compared OMol25 entry of this formula, charge and spin): 200.5 kJ/mol
* SMILES string: Oc1cccc2cccc(O)c12
* net charge: 0
* LUMO: 0.511 eV
* DFT total energy: -536.28147 hartree

Last column: natural (NBO) charge in e.
Positions of all 20 atoms, in Å:
1 C 1.21 1.23 0.10  0.34
2 C 2.34 0.48 -0.06  -0.33
3 C 2.36 -0.97 -0.18  -0.19
4 C 1.24 -1.77 0.08  -0.21
5 C 0.03 -1.00 0.04  -0.03
6 C -1.12 -1.78 0.09  -0.21
7 C -2.39 -1.24 0.10  -0.19
8 C -2.53 0.17 -0.07  -0.26
9 C -1.34 1.02 -0.12  0.34
10 C -0.05 0.47 -0.04  -0.17
11 H 1.71 3.10 0.25  0.49
12 H 3.37 0.92 -0.55  0.22
13 H 3.33 -1.41 -0.30  0.21
14 H 1.44 -2.86 0.06  0.23
15 H -1.14 -2.93 0.06  0.21
16 H -3.20 -1.85 0.33  0.21
17 H -3.48 0.56 0.13  0.22
18 H -1.01 2.97 -0.02  0.50
19 O 0.95 2.54 0.35  -0.68
20 O -1.71 2.35 -0.25  -0.68

---

Number 1: M 194.2 g mol⁻¹. Number 2: M 215.2 g mol⁻¹. Number 3: M 156.2 g mol⁻¹. Number 4: M 156.2 g mol⁻¹. Number 5: M 156.2 g mol⁻¹. Number 6: M 188.2 g mol⁻¹. Number 7: M 158.2 g mol⁻¹. Number 8: M 222.3 g mol⁻¹. Number 9: M 160.2 g mol⁻¹. Number 10: M 160.2 g mol⁻¹.